A structure of composition C35H43ClN2RuSi2, computed with ωB97M-V/def2-TZVPD.

```
! wB97M-V def2-TZVPD RIJCOSX def2/J DEFGRID3
* xyz 1 6
C -2.131 -0.072 -0.386
C -3.088 0.017 -1.425
C -2.937 -1.116 -2.316
H -3.896 0.742 -1.462
C -1.813 -1.926 -1.767
C -1.299 -1.188 -0.632
H -0.447 -1.453 -0.014
H -2.100 0.546 0.514
H -3.654 -1.477 -3.046
H -1.600 -2.955 -2.041
Ru -1.112 -0.630 -3.256
Si 3.533 1.220 -4.375
C 2.457 2.636 -4.920
C 2.873 3.237 -6.118
H 3.736 2.823 -6.652
C 2.211 4.361 -6.618
H 2.575 4.845 -7.525
C 1.077 4.852 -5.965
H 0.536 5.708 -6.380
C 0.628 4.226 -4.797
H -0.281 4.580 -4.302
C 1.344 3.153 -4.245
H 1.026 2.739 -3.287
C 2.601 -0.369 -4.168
C 1.147 -0.450 -4.138
H 0.734 0.500 -3.706
C 0.531 -1.767 -3.851
H -0.714 -2.148 -3.828
C 1.364 -2.913 -3.670
H 0.874 -3.845 -3.395
C 2.728 -2.795 -3.890
H 3.368 -3.666 -3.852
C 3.325 -1.542 -4.111
H 4.410 -1.467 -4.204
H -0.395 0.484 -2.326
Si -0.270 -0.766 -5.383
C 0.144 -2.016 -6.739
C -0.890 -2.436 -7.589
H -1.902 -2.053 -7.438
C -0.615 -3.311 -8.645
H -1.430 -3.656 -9.288
C 0.703 -3.734 -8.875
H 0.920 -4.425 -9.690
C 1.748 -3.271 -8.066
H 2.780 -3.581 -8.244
C 1.467 -2.402 -7.006
H 2.286 -2.019 -6.395
C -0.816 0.732 -6.384
C -2.103 1.285 -6.322
H -2.846 0.865 -5.634
C -2.429 2.375 -7.139
H -3.425 2.830 -7.077
C -1.485 2.880 -8.039
H -1.732 3.731 -8.674
C -0.222 2.287 -8.147
H 0.511 2.658 -8.871
C 0.118 1.226 -7.307
H 1.115 0.780 -7.376
H 4.480 0.899 -5.344
Cl 4.440 1.771 -2.633
C 2.137 -1.732 0.753
N 1.199 -0.740 1.273
C 0.698 -1.120 2.593
C 1.748 0.604 1.263
C 0.661 1.681 1.387
N 0.328 2.257 0.112
C -0.865 3.072 0.111
C 1.454 2.864 -0.582
H 1.655 -2.715 0.809
H 3.082 -1.766 1.329
H 2.362 -1.517 -0.302
H 1.473 -1.017 3.378
H -0.160 -0.494 2.860
H 0.371 -2.165 2.547
H 2.439 0.753 2.121
H 2.342 0.729 0.348
H -0.253 1.261 1.831
H 1.066 2.444 2.093
H -0.665 4.105 0.460
H -1.249 3.142 -0.916
H -1.644 2.617 0.733
H 2.211 3.262 0.117
H 1.953 2.126 -1.227
H 1.097 3.685 -1.213
*
```

Output
expectation value of S² = 8.805
lowest unoccupied orbital energy (spin up / spin down) = -0.0811 / -0.2435 Ha
relative energy (zero: lowest compared OMol25 entry of this formula, charge and spin) = 100.9 kcal per mole
HOMO-LUMO gap (spin up / spin down) = 6.2 / 3.7 eV